No. 1
DFT (ωB97M-V/def2-TZVPD) results for the molecule C7H10O.

Positions of all 18 atoms, in Å:
1 C -1.93906 0.95020 1.28824
2 C -1.06604 0.15026 0.75154
3 C 0.04596 -0.74000 1.35522
4 C -0.41970 0.21440 -0.58699
5 C 0.90850 -0.47251 0.06853
6 C -1.13309 -0.37530 -1.90148
7 C 2.03688 0.46078 0.28519
8 O -2.63114 1.81928 1.66879
9 H 0.34345 -0.54492 2.35825
10 H -0.18678 -1.80710 1.34066
11 H -0.19161 1.20395 -0.81716
12 H 1.22164 -1.41944 -0.33573
13 H -1.91917 -1.13453 -1.63611
14 H -0.36685 -0.83277 -2.53199
15 H -1.72865 0.45063 -2.45191
16 H 2.42203 0.27165 1.25631
17 H 1.76391 1.50437 0.31394
18 H 2.83971 0.30106 -0.42530

Atomic forces in eV per Å
C -0.83 0.20 1.81
C 2.38 -2.34 -0.98
C -0.92 -0.40 -1.41
C 0.81 -2.58 -1.51
C -2.40 0.21 0.15
C -1.16 0.75 1.06
C 0.66 0.23 -0.20
O -1.76 1.85 0.36
H 0.60 0.63 0.71
H -0.50 -0.06 0.00
H 0.42 1.93 -0.41
H 0.13 -0.21 -0.51
H 0.94 0.48 -0.18
H -0.28 0.19 -0.10
H 1.28 -1.25 0.81
H 0.76 -0.24 0.92
H -0.26 0.39 -0.28
H 0.13 0.22 -0.22

Output
spin multiplicity: 3
lowest unoccupied orbital energy (spin up / spin down): 0.9 / -1.6 eV
highest occupied orbital energy (spin up / spin down): -5.487 / -10.874 eV
frontier orbital gap (spin up / spin down): 6.4 / 9.3 eV
⟨S²⟩: 2.009



No. 2
DFT (ωB97M-V/def2-TZVPD) results for a cluster of 2 separate species, C7H10O2 in total.

Positions of all 19 atoms, in Å:
1 C 0.16105 2.14092 -0.40582
2 C -0.37290 0.87189 -1.05127
3 C 0.71213 -0.21951 -1.18866
4 O 1.89878 0.00717 -1.23422
5 C 0.12679 -1.51247 -1.74430
6 O -0.99644 -1.89547 -1.56202
7 H 0.55023 1.92540 0.58644
8 H -0.62832 2.88592 -0.32105
9 H 0.97238 2.55290 -1.00174
10 H -1.21620 0.44200 -0.51263
11 H -0.72227 1.07820 -2.06744
12 H 0.87112 -2.09940 -2.31599
13 C 0.74796 -1.54677 1.22602
14 C -0.20950 -0.86198 1.78500
15 C -1.13726 -0.18746 2.38093
16 H 0.54044 -2.48193 0.71888
17 H 1.78788 -1.31300 1.40622
18 H -1.47235 -0.46384 3.37263
19 H -1.61354 0.67743 1.92901

Atomic forces in eV per Å
C -0.09 -0.16 -0.11
C 0.82 -0.33 0.65
C -0.92 1.84 -1.38
O -0.39 -0.51 0.34
C 0.47 -0.99 0.38
O 0.13 0.33 -0.17
H 0.03 0.03 0.11
H 0.01 0.05 0.02
H 0.04 0.06 0.02
H -0.08 0.00 -0.02
H 0.01 -0.15 -0.06
H -0.04 -0.05 -0.12
C -0.04 -0.42 0.57
C 0.43 -0.26 -0.12
C -0.43 0.40 0.15
H -0.08 0.13 -0.14
H 0.04 0.18 -0.07
H 0.06 -0.03 0.03
H 0.05 -0.12 -0.07

Output
spin multiplicity: 1
lowest unoccupied orbital energy: -0.3 eV
highest occupied orbital energy: -9.587 eV
frontier orbital gap: 9.3 eV
SMILES: CCC(=O)C=O.C=C=C



Quick rundown of energy above the lowest of the compared OMol25 structures with the same formula, charge and spin, same order as above: 14.1; 59.0 kcal per mole